1.
C4H8N2O | the ωB97M-V functional and the def2-TZVPD basis

```
15
Properties=species:S:1:pos:R:3:forces:R:3
N -0.962839 -0.679748 -2.131597 0.044 -0.107 0.269
C -1.059209 -0.171025 -0.832732 -0.712 -1.078 1.065
O -1.867393 0.706505 -0.595685 0.492 -0.540 0.245
C -0.283088 -1.001815 0.427290 -0.683 0.453 -0.979
N 0.868626 -0.325585 0.975429 -0.006 -0.292 0.062
C 0.765855 1.080278 1.335849 -0.205 0.080 0.042
C 1.395305 0.643312 0.056867 -0.179 0.160 -0.536
H -1.700004 -0.384088 -2.765786 0.343 0.315 0.328
H -0.084042 -0.872165 -2.593216 -0.064 -0.255 0.486
H -0.991425 -1.172155 1.257009 -0.110 0.155 -0.701
H 0.065684 -1.978109 0.058597 -0.265 0.324 -0.121
H -0.190084 1.591249 1.238251 0.043 -0.180 0.036
H 1.343048 1.340719 2.225222 0.004 0.016 -0.447
H 0.654879 0.698691 -0.777185 1.684 0.852 0.203
H 2.466691 0.657457 -0.155632 -0.386 0.097 0.048
```
Forces are in eV/Å.

Calculated values
SMILES   NC(=O)CN1CC1
Charge   0
Gap between HOMO and LUMO   10.0 eV
E_tot   -9303.607 eV

Atomic partial charges in e from the Löwdin method, atoms 1 to 4: 0.12, -0.49, 0.04, -0.09

2.
C30H36CdGeN2Se | the ωB97M-V functional and the def2-TZVPD basis

```
71
Properties=species:S:1:pos:R:3:forces:R:3
Cd 0.107081 -0.061842 -0.154413 0.025 -0.143 -0.259
N 1.472191 -1.589735 1.013500 0.084 -0.045 0.125
C 0.855961 -2.777391 1.649729 0.021 0.090 -0.008
C -0.060591 -3.521552 0.684884 0.012 -0.002 -0.031
C -1.451297 -2.911844 0.533685 -0.021 0.107 -0.039
N -1.457346 -1.800715 -0.443686 -0.087 -0.129 -0.013
H 2.148638 -1.880790 0.311513 0.006 -0.039 0.017
H 2.003358 -1.064794 1.702474 0.006 -0.002 0.006
H 0.281468 -2.418225 2.506870 -0.022 -0.033 0.011
H 1.624951 -3.447527 2.038845 0.028 -0.018 -0.058
H -0.162155 -4.553166 1.022555 -0.039 0.025 0.091
H 0.417882 -3.583184 -0.299936 -0.007 -0.036 -0.002
H -1.779800 -2.495990 1.488894 -0.009 -0.047 0.037
H -2.175057 -3.679076 0.251785 0.037 -0.030 -0.065
H -2.390091 -1.403874 -0.505035 0.003 0.009 -0.009
H -1.234797 -2.149894 -1.375264 -0.013 -0.040 -0.002
C -3.529076 -2.188139 7.355817 0.007 -0.001 -0.012
C -2.918143 -1.574802 6.132578 0.001 -0.017 0.058
C -1.602293 -1.108841 6.144197 0.000 -0.010 0.001
C -1.023330 -0.524641 5.037002 -0.083 0.017 -0.025
C 0.397850 -0.047966 5.123153 0.011 -0.007 -0.014
C -1.802300 -0.404562 3.847305 -0.202 -0.264 0.146
Se -1.065567 0.440157 2.390249 0.247 0.464 -0.065
C -3.143847 -0.887726 3.815220 0.073 -0.014 0.033
C -4.034535 -0.808983 2.606559 0.017 0.007 -0.004
C -3.662206 -1.458814 4.960972 -0.004 -0.018 -0.008
H -2.827603 -2.217021 8.186676 0.009 0.003 -0.008
H -3.860259 -3.207058 7.148233 -0.008 0.004 0.001
H -4.407275 -1.620595 7.668038 -0.004 -0.003 -0.007
H -1.020828 -1.205054 7.053168 0.001 0.003 -0.004
H 0.789774 -0.224726 6.122526 0.011 0.007 -0.004
H 0.482229 1.014748 4.897712 -0.027 0.005 -0.002
H 1.034180 -0.573597 4.408516 -0.003 0.002 0.008
H -3.531302 -0.382026 1.744191 0.013 -0.001 -0.001
H -4.907319 -0.190791 2.821699 0.004 -0.003 0.010
H -4.399048 -1.805542 2.350937 -0.018 0.007 -0.004
H -4.683276 -1.824750 4.949739 0.003 0.010 -0.010
C -0.729175 4.647623 -4.236784 -0.016 0.008 0.002
C -1.579302 3.707663 -3.667443 0.044 0.017 -0.019
C -1.056087 2.543411 -3.125437 -0.019 0.015 0.000
C 0.316757 2.292861 -3.152340 -0.044 0.182 -0.137
C 1.156888 3.245738 -3.725943 -0.012 0.016 -0.047
C 0.637445 4.417946 -4.263135 0.013 -0.041 0.012
Ge 1.054770 0.666973 -2.409244 -0.205 0.226 0.426
C 2.988238 0.752223 -2.313211 0.249 -0.035 -0.032
C 3.789494 0.025759 -3.194258 0.045 0.038 0.005
C 5.175929 0.106940 -3.123477 -0.044 -0.004 -0.002
C 5.776317 0.918988 -2.173610 0.014 0.009 0.008
C 4.991408 1.653267 -1.293279 -0.007 -0.021 -0.020
C 3.608636 1.564945 -1.361591 0.028 -0.023 0.000
C 0.500530 -0.897967 -3.430504 -0.079 -0.180 -0.177
C 0.987366 -2.165248 -3.094432 -0.012 -0.021 -0.002
C 0.535311 -3.307061 -3.742569 -0.009 0.036 0.012
C -0.424264 -3.197478 -4.741863 -0.008 -0.017 -0.014
C -0.915058 -1.948154 -5.091333 -0.005 0.031 0.015
C -0.457603 -0.807097 -4.440007 0.015 -0.073 0.001
H -1.133114 5.559553 -4.656908 -0.004 -0.005 0.005
H -2.646430 3.888029 -3.643996 0.002 -0.014 0.008
H -1.735732 1.826809 -2.673596 0.028 -0.026 0.016
H 2.227711 3.077732 -3.760394 -0.008 -0.013 0.019
H 1.302260 5.149440 -4.704396 -0.004 -0.007 0.003
H 3.336141 -0.602580 -3.952873 -0.019 -0.002 0.016
H 5.785529 -0.459109 -3.816241 -0.006 0.002 0.003
H 6.855323 0.984707 -2.121313 -0.004 0.002 0.001
H 5.458337 2.295098 -0.557125 -0.006 -0.001 0.000
H 3.009492 2.146155 -0.667382 -0.029 -0.007 -0.010
H 1.753126 -2.267900 -2.328769 0.010 0.036 0.001
H 0.938122 -4.277985 -3.481000 0.001 0.005 -0.001
H -0.777701 -4.082767 -5.254411 0.003 0.005 0.004
H -1.651910 -1.857991 -5.879410 0.002 -0.004 0.007
H -0.848217 0.161515 -4.730542 0.014 0.010 0.007
```
Forces are in eV/Å.

Calculated values
Multiplicity   2
Charge   +1
Gap between HOMO and LUMO (alpha / beta)   8.0 / 5.1 eV
E_tot   -161095.873 eV

Atomic partial charges in e from the Löwdin method, atoms 1 to 4: 1.04, -0.08, -0.25, -0.18

3.
C14H25NO9 | the ωB97M-V functional and the def2-TZVPD basis

```
49
Properties=species:S:1:pos:R:3:forces:R:3
C 3.278346 -1.234192 -2.611817 0.177 0.068 0.096
H 3.322479 -0.767037 -1.626610 -0.030 -0.083 -0.095
H 3.856984 -0.640410 -3.325965 0.002 -0.053 -0.026
H 3.678606 -2.244338 -2.560941 0.096 0.059 0.020
O 1.937178 -1.373796 -3.062045 -0.249 -0.007 -0.020
C 1.234779 -0.171236 -3.206456 0.197 0.372 -0.468
O 0.735036 0.335410 -2.003797 0.087 0.061 0.030
C -0.180203 -0.494440 -1.294613 -0.162 -0.445 0.479
C 0.483922 -1.170759 -0.088896 -0.099 -0.140 -0.700
H 1.398496 -1.689906 -0.387681 -0.175 0.015 0.022
H -0.230272 -1.866972 0.355067 0.092 0.058 0.001
O 0.784871 -0.195011 0.899616 -0.299 0.093 0.121
C 2.043633 0.202055 1.046770 0.356 0.211 0.180
O 2.990988 -0.249408 0.457462 0.022 0.018 0.104
C 2.143770 1.300980 2.099327 -0.088 -0.082 0.111
N 0.887967 1.944081 2.375484 0.044 0.262 -0.161
C 0.047607 1.406105 3.312869 0.224 0.353 -0.182
O 0.410316 0.642650 4.172371 -0.011 -0.326 0.215
O -1.180831 1.909099 3.143382 -0.110 0.112 -0.152
C -2.261226 1.528595 4.032316 -0.457 -0.217 0.405
C -1.944828 1.952928 5.465590 0.167 -0.064 -0.277
H -1.733962 3.019618 5.501568 -0.020 0.118 0.028
H -1.078578 1.410981 5.834253 -0.008 -0.007 0.071
H -2.795548 1.739020 6.106455 -0.123 0.001 0.055
C -3.468586 2.299793 3.497767 0.448 -0.139 0.014
H -4.344131 2.083670 4.102465 -0.089 -0.033 0.075
H -3.667840 2.012791 2.468775 -0.059 -0.037 -0.114
H -3.271102 3.368061 3.526948 -0.010 0.128 0.018
C -2.504887 0.022427 3.943485 0.236 0.210 -0.043
H -1.641985 -0.519187 4.320551 -0.021 -0.063 0.027
H -3.376255 -0.243440 4.535263 -0.128 -0.012 0.045
H -2.676855 -0.267431 2.908963 -0.068 -0.038 -0.100
H 0.436971 2.423888 1.610861 -0.009 -0.051 0.116
H 2.479490 0.833816 3.032220 0.060 0.070 -0.206
H 2.892089 2.030341 1.780640 -0.049 -0.177 0.004
C -0.848210 -1.532289 -2.198258 0.173 0.290 -0.510
O -2.003057 -2.011779 -1.563878 -0.382 -0.009 0.155
H -2.602535 -2.306396 -2.265419 0.111 -0.052 0.090
C -1.197249 -0.842552 -3.527857 0.467 0.047 0.457
O -1.965181 -1.695245 -4.330975 -0.198 -0.161 -0.266
H -1.366072 -2.050348 -5.010367 -0.054 0.012 0.156
C 0.109219 -0.421170 -4.246857 -0.229 0.188 0.436
O 0.486161 -1.408769 -5.168913 0.161 -0.311 -0.322
H 1.121632 -1.989651 -4.720282 -0.021 0.117 -0.012
H -0.073509 0.494202 -4.818545 0.075 -0.080 0.143
H -1.806539 0.042076 -3.303451 0.098 -0.063 0.028
H -0.154760 -2.366977 -2.391894 -0.101 0.138 -0.021
H -0.957382 0.179683 -0.912440 0.029 -0.137 -0.078
H 1.911722 0.618571 -3.566495 -0.075 -0.213 0.047
```
Forces are in eV/Å.

Calculated values
SMILES   CO[C@@H]1O[C@H](COC(=O)CNC(=O)OC(C)(C)C)[C@@H](O)[C@H](O)[C@@H]1O
Charge   0
Gap between HOMO and LUMO   10.4 eV
E_tot   -34841.909 eV

Atomic partial charges in e from the Löwdin method, atoms 1 to 4: -0.04, 0.07, 0.10, 0.10

4.
C3H8NO2S | the ωB97M-V functional and the def2-TZVPD basis

```
15
Properties=species:S:1:pos:R:3:forces:R:3
C 1.069817 0.544517 -0.208179 1.692 -0.784 2.086
C -2.255945 -1.037577 0.167996 0.590 0.891 -5.239
C -0.731979 -0.984887 -0.128608 -1.429 -1.645 0.176
N 1.565200 1.918074 0.240136 -0.193 -2.528 1.672
O 1.819036 0.091170 -1.193288 -1.278 0.199 -1.745
O -0.186858 0.408301 0.113999 -0.172 -1.720 -1.146
S 2.481730 -0.762181 0.166859 -0.519 0.697 0.705
H -2.477670 -0.804994 1.148194 -0.684 0.197 1.977
H -2.815216 -0.333866 -0.604519 1.026 -1.174 1.845
H -2.534126 -2.051813 -0.208509 -0.028 0.606 0.933
H -0.553269 -1.395658 -1.166663 0.191 1.241 0.965
H -0.302056 -1.752784 0.572592 0.426 1.385 -0.417
H 1.322361 1.973155 1.301867 0.572 0.346 -2.297
H 0.979240 2.566938 -0.333587 1.439 0.279 0.442
H 2.619741 1.621602 0.131714 -1.633 2.010 0.043
```
Forces are in eV/Å.

Calculated values
SMILES   CCO[C@]1([NH3+])OS1
Charge   +1
Gap between HOMO and LUMO   9.5 eV
E_tot   -19650.835 eV

Atomic partial charges in e from the Löwdin method, atoms 1 to 4: -0.81, -0.06, -0.17, 0.24

5.
C4H12 | the ωB97M-V functional and the def2-TZVPD basis

```
16
Properties=species:S:1:pos:R:3:forces:R:3
C 0.121781 -1.176622 2.826389 3.018 3.766 1.672
C 0.161335 0.207432 2.097251 1.329 -2.586 -2.825
H -0.086498 -0.911196 3.858850 0.260 -0.167 0.483
H -0.536490 -1.891418 2.647752 -3.542 -2.682 -1.765
H 1.077714 -1.720986 2.823173 0.034 0.627 -0.131
H 1.150830 0.620165 2.224495 -0.074 0.804 0.979
H -0.676439 0.855946 2.162174 -0.526 0.599 0.865
H 0.270736 0.081218 0.980265 -0.484 -0.383 0.770
C -0.421595 -0.069055 -2.935761 1.037 0.879 -1.501
C 0.072257 1.096337 -1.971571 1.238 -4.708 1.087
H -1.197638 0.171766 -3.706461 0.993 0.460 0.344
H 0.481473 -0.557486 -3.429370 -1.306 0.693 0.317
H -0.933410 -0.850857 -2.442460 -0.217 -0.835 1.193
H 1.210912 0.974312 -1.940143 -1.463 -0.134 0.589
H -0.392128 0.820299 -0.956405 0.893 1.335 -1.409
H 0.028271 2.059689 -2.319715 -1.190 2.332 -0.668
```
Forces are in eV/Å.

Calculated values
SMILES   CC.CC
Charge   0
Gap between HOMO and LUMO   12.3 eV
E_tot   -4341.131 eV

Atomic partial charges in e from the Löwdin method, atoms 1 to 4: -0.14, -0.14, 0.06, 0.00

6.
C21H41BIN2O10S | the ωB97M-V functional and the def2-TZVPD basis

```
77
Properties=species:S:1:pos:R:3:forces:R:3
I -5.294222 2.073228 -2.446602 -0.511 0.324 -0.078
B -3.346644 1.040000 -1.959347 1.407 -0.748 0.220
C -2.187305 2.079911 -1.475919 -1.024 0.625 -0.612
C -2.545176 2.975893 -0.294774 0.842 -0.327 0.322
C -2.705677 2.202356 1.025021 -0.242 0.574 -0.489
C -3.759088 2.889782 1.894008 0.562 -0.196 0.509
C -3.769767 2.498672 3.400855 -0.506 -0.251 -0.895
C -2.708326 1.495034 3.819673 -0.005 0.468 0.935
C -1.285222 2.051081 4.079652 -0.228 -0.593 -0.271
S -1.068341 3.816392 3.711543 -0.018 0.325 -0.015
C 0.376867 3.796308 2.746517 -0.512 -0.355 0.439
N 0.749482 4.632158 1.852365 -0.404 0.594 -0.259
N 1.952733 4.161962 1.380737 0.686 0.921 -0.984
C 2.231324 3.099893 2.002287 -0.761 -0.238 0.750
O 1.257357 2.802902 2.924735 0.914 -0.910 -0.051
H -3.592799 0.192177 -1.124887 -0.261 0.026 0.051
H -2.980120 0.502234 -2.984989 -0.213 -0.008 -0.079
H -1.997924 2.749266 -2.321639 0.165 0.033 -0.124
H -1.242086 1.553605 -1.316348 0.065 -0.200 0.239
H -1.739518 3.703732 -0.145666 -0.030 0.210 0.096
H -3.436105 3.563094 -0.491552 -0.303 -0.094 -0.237
H -1.719418 2.187344 1.488599 0.043 -0.164 0.260
H -2.997711 1.182305 0.794116 -0.036 -0.221 0.060
H -4.725945 2.656522 1.459151 -0.180 0.113 -0.117
H -3.608103 3.963934 1.805648 -0.036 0.154 -0.003
H -4.731091 2.027528 3.597830 -0.137 -0.072 0.141
H -3.763431 3.396725 4.014868 0.196 0.064 0.224
H -3.038245 1.068144 4.766374 -0.022 -0.100 0.152
H -2.669203 0.659242 3.135224 0.077 -0.030 -0.354
H -0.594766 1.467480 3.485571 0.304 0.169 -0.150
H -1.013152 1.891330 5.115138 0.080 0.114 0.232
H 3.078873 2.462383 1.880076 0.141 -0.288 0.100
C 1.595113 -1.351745 4.517364 0.037 -0.123 -0.232
C 0.288175 -1.694480 5.201890 0.364 0.240 0.194
O -0.681431 -2.182403 4.267113 -0.124 0.063 0.118
C -0.517995 -3.441749 3.870128 -0.019 0.099 -0.121
O 0.347076 -4.196678 4.238282 0.040 -0.031 0.027
O -1.471408 -3.720684 2.985251 -0.040 -0.060 0.054
C -1.358585 -5.017694 2.399905 -0.042 -0.282 -0.200
H 1.420995 -0.659312 3.692052 -0.022 0.092 0.085
H 2.286275 -0.892969 5.224784 -0.031 0.029 0.015
H 2.066399 -2.243172 4.104464 -0.002 -0.040 0.088
H -0.142408 -0.793492 5.635939 -0.216 -0.043 -0.121
H 0.435230 -2.412170 6.008991 -0.029 -0.139 -0.117
H -1.291428 -5.790356 3.163118 0.124 0.056 0.047
H -0.486955 -5.053652 1.747203 0.047 -0.074 0.068
H -2.249887 -5.191704 1.804730 -0.065 0.261 0.026
C 2.837302 -5.387576 1.098881 0.019 -0.219 -0.142
C 2.646030 -3.988091 0.552517 -0.158 -0.154 0.474
O 3.354128 -3.806248 -0.681448 0.036 0.124 -0.004
C 2.773229 -4.344539 -1.752223 0.008 0.095 0.019
O 1.726591 -4.936181 -1.771266 -0.020 -0.075 -0.010
O 3.553396 -4.107689 -2.808094 0.040 -0.007 -0.021
C 3.080530 -4.688145 -4.024645 -0.007 -0.018 -0.229
H 3.899596 -5.620681 1.187482 0.012 0.092 0.100
H 2.369876 -5.484841 2.079745 0.015 0.080 0.017
H 2.397914 -6.133413 0.436995 -0.090 0.064 -0.013
H 3.063519 -3.263246 1.249118 0.142 0.098 -0.184
H 1.591514 -3.744626 0.422096 0.005 -0.068 -0.164
H 2.052289 -4.395572 -4.224173 -0.034 -0.053 0.078
H 3.160255 -5.773571 -3.978417 -0.101 -0.004 0.029
H 3.720469 -4.314526 -4.818906 0.086 0.066 0.107
C 1.303785 2.624507 -8.191028 0.101 -0.198 0.092
C 0.694419 3.570667 -7.177064 0.055 0.166 -0.344
O 0.328460 2.893646 -5.973022 -0.059 0.039 0.005
C 1.333816 2.607321 -5.146218 -0.073 -0.049 0.049
O 2.494781 2.886696 -5.321791 0.049 0.015 -0.023
O 0.835254 1.959873 -4.101735 0.013 0.010 -0.051
C 1.806461 1.517419 -3.156133 0.023 -0.099 0.266
H 0.634201 1.783199 -8.374881 -0.071 0.071 -0.055
H 1.487844 3.143091 -9.132795 -0.037 0.019 0.002
H 2.248838 2.220122 -7.830411 0.027 0.086 0.018
H -0.230722 3.989527 -7.569118 -0.100 -0.073 0.156
H 1.363454 4.401579 -6.951926 0.081 -0.089 0.090
H 2.441407 2.339437 -2.832272 0.039 0.013 -0.090
H 2.411294 0.718367 -3.584929 0.072 0.075 -0.034
H 1.253657 1.133141 -2.303809 -0.147 0.030 -0.084
```
Forces are in eV/Å.

Calculated values
Charge   -1
Gap between HOMO and LUMO   6.3 eV
E_tot   -65511.115 eV

Atomic partial charges in e from the Löwdin method, atoms 1 to 4: 0.44, -0.97, -0.33, -0.28